Molecular formula: C3H14O3S
Method: DFT, wB97M-V/def2-TZVPD

Each atom is followed by the atoms it is bonded to, with distances in Å.
CARTESIAN COORDINATES (ANGSTROEM)
1 C 2.871 -1.388 -1.132  C2 1.501, H5 1.118, H6 1.075, H7 1.082
2 C 1.954 -1.402 0.056  C1 1.501, S3 1.831, H8 1.088, H9 1.099
3 S 0.593 -0.212 -0.232  C2 1.831, C4 1.781
4 C -0.542 -0.253 1.140  S3 1.781, H10 1.097, H11 1.088, H12 1.091
5 H 3.164 -2.461 -1.248  C1 1.118
6 H 2.285 -1.106 -1.988  C1 1.075
7 H 3.795 -0.831 -1.036  C1 1.082
8 H 1.459 -2.370 0.013  C2 1.088
9 H 2.402 -1.356 1.059  C2 1.099
10 H -0.395 -0.973 1.954  C4 1.097
11 H -1.568 -0.393 0.807  C4 1.088
12 H -0.451 0.710 1.645  C4 1.091
13 H 2.159 1.161 1.262  O15 0.970
14 H 3.328 1.865 1.967  O15 0.961
15 O 2.532 1.353 2.137  H13 0.970, H14 0.961
16 H -6.933 0.819 1.330  O18 0.967
17 H -6.273 0.690 2.704  O18 0.962
18 O -6.632 1.337 2.089  H16 0.967, H17 0.962
19 H -1.432 0.362 -3.840  O21 0.961
20 H -0.100 0.550 -3.084  O21 0.963
21 O -0.482 0.432 -3.960  H19 0.961, H20 0.963

* charge: 0
* SMILES: CCSC.O.O.O
* relative energy (zero: lowest compared OMol25 entry of this formula, charge and spin): 21.6 kcal per mole
* M: 130.2 g mol⁻¹
* HOMO-LUMO gap: 9.4 eV